Record 1
{
  "formula": "C13H22INO5S",
  "method": "wB97M-V/def2-TZVPD",
  "homo_ev": -9.734,
  "orbital_gap_ev": 9.967,
  "energy_ha": -1635.36722,
  "e_lumo_ev": 0.23,
  "symbols": ["C", "C", "O", "O", "C", "C", "C", "C", "I", "C", "C", "C", "S", "O", "O", "O", "H", "H", "H", "H", "H", "H", "H", "H", "H", "H", "H", "H", "H", "H", "H", "C", "C", "C", "C", "N", "H", "H", "H", "H", "H", "H", "H"],
  "positions_angstrom": [[2.1021, -1.1732, -0.1906], [2.6594, -0.4679, -1.3908], [2.6844, -0.9707, -2.5075], [3.1658, 0.7660, -1.1085], [2.7652, 1.8303, -1.9798], [1.6883, 2.7140, -1.3715], [0.5397, 1.9287, -0.7551], [-0.7925, 2.6644, -0.6812], [-0.4825, 4.6473, 0.1583], [-1.7574, 1.9763, 0.2529], [-2.0836, 0.5483, -0.1546], [-2.2199, 0.2926, -1.6843], [-1.8130, 1.6154, -2.8189], [-0.6740, 1.1894, -3.5832], [-2.9792, 1.9327, -3.5762], [-1.3576, 2.8979, -1.9716], [2.1176, -2.2403, -0.3508], [1.0647, -0.8925, -0.0425], [2.6312, -0.9083, 0.7163], [2.4779, 1.4672, -2.9597], [3.6421, 2.4502, -2.1211], [2.1685, 3.3434, -0.6329], [1.3116, 3.3548, -2.1629], [0.4066, 1.0250, -1.3438], [0.8057, 1.6657, 0.2628], [-2.6497, 2.5772, 0.3849], [-1.2739, 1.9365, 1.2208], [-3.0220, 0.2773, 0.3036], [-1.3285, -0.1171, 0.2387], [-3.2498, 0.0520, -1.9042], [-1.6198, -0.5642, -1.9472], [-0.0374, -3.7015, 1.6410], [0.3445, -3.1592, 3.0137], [-0.8714, -2.7506, 3.8514], [-1.6030, -1.6339, 3.2570], [-2.1788, -0.7596, 2.7882], [-0.5410, -2.9427, 1.0390], [0.8509, -4.0205, 1.0971], [-0.7031, -4.5614, 1.7302], [1.0173, -2.3074, 2.8989], [0.8944, -3.9253, 3.5617], [-0.5513, -2.4583, 4.8525], [-1.5480, -3.5982, 3.9700]],
  "forces_ev_per_a": [[0.17, -0.06, 0.13], [0.39, -0.86, -1.83], [-0.22, 1.13, 1.82], [-0.89, -0.36, 0.28], [0.39, 0.58, -0.50], [0.19, -0.41, -0.06], [0.19, 0.54, -0.04], [0.57, 0.22, 0.54], [-0.06, 0.00, -0.14], [-0.09, -0.08, 0.10], [-0.05, 0.16, -0.72], [-0.26, 0.36, 1.13], [0.55, -1.06, -1.77], [0.23, 0.11, 0.46], [-0.23, 0.63, 0.62], [-0.72, -0.27, 0.14], [0.12, -0.26, -0.07], [-0.22, 0.22, -0.08], [0.19, 0.06, 0.13], [-0.14, -0.44, -0.04], [0.28, 0.01, -0.10], [-0.14, 0.22, 0.26], [-0.01, 0.16, -0.19], [-0.20, -0.25, 0.00], [0.01, -0.27, 0.17], [-0.20, 0.11, -0.20], [0.01, 0.05, 0.29], [-0.12, -0.19, 0.26], [0.17, -0.18, 0.10], [-0.23, 0.09, -0.27], [0.31, -0.01, -0.43], [0.04, 0.06, 0.03], [0.01, -0.12, -0.23], [0.28, -0.07, 0.12], [-0.07, -0.12, 0.09], [0.02, 0.11, -0.07], [-0.04, -0.01, 0.01], [-0.01, -0.02, -0.02], [-0.01, 0.00, -0.01], [-0.02, 0.04, 0.06], [-0.02, 0.03, 0.08], [-0.07, 0.07, 0.01], [-0.08, 0.04, -0.05]],
  "nbo_charge": [-0.7242, 0.7999, -0.5661, -0.5364, -0.0697, -0.4292, -0.5155, 0.2772, 0.1164, -0.4964, -0.3992, -0.6978, 2.3698, -0.9442, -0.9103, -0.7410, 0.2365, 0.2307, 0.2342, 0.2113, 0.1925, 0.2151, 0.2310, 0.2312, 0.2276, 0.2325, 0.2423, 0.2441, 0.2126, 0.2622, 0.2600, -0.6121, -0.3786, -0.5145, 0.3080, -0.3581, 0.2077, 0.2197, 0.2089, 0.2073, 0.2133, 0.2538, 0.2475]
}


Record 2
{
  "formula": "C3H5N3",
  "method": "wB97M-V/def2-TZVPD",
  "homo_ev": -7.938,
  "orbital_gap_ev": 8.924,
  "energy_ha": -281.58989,
  "e_lumo_ev": 0.99,
  "e_above_lowest_kj_mol": 0.4,
  "symbols": ["N", "C", "C", "N", "C", "N", "H", "H", "H", "H", "H"],
  "positions_angstrom": [[-1.9294, -0.5421, -0.4734], [-0.6341, -0.1281, -0.1279], [0.5388, -0.3057, -0.8150], [1.4969, 0.3314, -0.0452], [0.8651, 0.8585, 1.0277], [-0.4210, 0.5968, 1.0167], [-2.5654, -0.2967, 0.2762], [-1.9902, -1.5366, -0.6530], [0.7721, -0.7931, -1.7492], [2.4793, 0.4033, -0.2533], [1.3879, 1.4123, 1.7964]],
  "forces_ev_per_a": [[0.00, -0.07, 0.13], [0.10, -0.05, -0.05], [-0.10, -0.01, 0.00], [-0.01, 0.03, 0.06], [0.09, 0.04, 0.06], [0.17, -0.03, -0.14], [0.04, -0.04, -0.09], [0.01, 0.13, -0.02], [-0.05, 0.08, 0.15], [-0.16, -0.02, 0.04], [-0.08, -0.06, -0.12]],
  "nbo_charge": [-0.8171, 0.2561, -0.1850, -0.5155, 0.1724, -0.4916, 0.3819, 0.3716, 0.2166, 0.4159, 0.1947]
}


Record 3
{
  "formula": "C32H40FN6O2SiTi",
  "method": "wB97M-V/def2-TZVPD",
  "total_charge": 3,
  "homo_ev": -16.415,
  "orbital_gap_ev": 7.061,
  "energy_ha": -2960.56755,
  "e_lumo_ev": -9.35,
  "e_above_lowest_kj_mol": 43.7,
  "symbols": ["Ti", "C", "N", "C", "C", "C", "C", "C", "C", "N", "C", "C", "C", "C", "C", "C", "N", "C", "C", "C", "C", "C", "N", "H", "H", "H", "H", "H", "H", "H", "H", "H", "H", "H", "H", "H", "H", "H", "H", "H", "H", "C", "Si", "C", "C", "N", "C", "C", "C", "C", "C", "C", "F", "H", "H", "H", "H", "H", "H", "H", "H", "H", "H", "H", "H", "H", "O", "C", "O", "C", "N", "C", "C", "C", "H", "H", "H", "H", "H", "H", "H", "H", "H"],
  "positions_angstrom": [[0.2083, 0.6060, 0.1812], [-2.0850, 2.0654, 1.5387], [-0.8106, 2.4452, 0.8860], [-1.0766, 3.3698, -0.2327], [0.1595, 3.4492, -1.0734], [0.4463, 4.5440, -1.8652], [1.6110, 4.5415, -2.6172], [2.4629, 3.4506, -2.5189], [2.1073, 2.3940, -1.7046], [0.9610, 2.3699, -1.0028], [0.0908, 3.1143, 1.8765], [1.4746, 2.5293, 1.9943], [2.4377, 3.2440, 2.6840], [3.6673, 2.6574, 2.9376], [3.8809, 1.3582, 2.5011], [2.8833, 0.7154, 1.8001], [1.6971, 1.2892, 1.5243], [-1.7798, 1.0459, 2.5949], [-2.5621, 0.9016, 3.7260], [-2.1923, -0.0375, 4.6778], [-1.0245, -0.7584, 4.4794], [-0.2930, -0.5387, 3.3277], [-0.6712, 0.3237, 2.3766], [-2.7533, 1.6388, 0.7894], [-2.5760, 2.9404, 1.9732], [-1.3594, 4.3576, 0.1373], [-1.9089, 2.9938, -0.8276], [-0.2329, 5.3862, -1.8857], [1.8559, 5.3826, -3.2523], [3.3966, 3.4179, -3.0617], [2.7707, 1.5525, -1.5864], [-0.3552, 3.0481, 2.8708], [0.1700, 4.1785, 1.6531], [2.2152, 4.2415, 3.0401], [4.4343, 3.1947, 3.4794], [4.8123, 0.8465, 2.6968], [3.0437, -0.2870, 1.4417], [-3.4349, 1.5256, 3.8665], [-2.7871, -0.1795, 5.5704], [-0.6750, -1.4724, 5.2115], [0.6427, -1.0604, 3.1787], [-4.2770, -0.0451, -0.8989], [-2.5129, -0.2687, -1.5201], [-1.9237, 1.1740, -2.5970], [-2.3397, -1.7944, -2.6349], [-1.3809, -0.4363, -0.1274], [-1.3915, -1.7019, 0.4681], [-2.4953, -2.5636, 0.5752], [-2.3718, -3.8326, 1.1158], [-1.1489, -4.3049, 1.5811], [-0.0346, -3.4812, 1.5091], [-0.2061, -2.2374, 0.9577], [0.9068, -1.3703, 0.8862], [-4.8924, -0.8860, -1.2273], [-4.7394, 0.8556, -1.3072], [-4.3581, 0.0046, 0.1891], [-2.0396, 0.8697, -3.6389], [-0.8707, 1.4156, -2.4610], [-2.5257, 2.0768, -2.4859], [-3.2916, -1.9838, -3.1366], [-2.0795, -2.7126, -2.1035], [-1.6167, -1.6008, -3.4317], [-3.4664, -2.2206, 0.2421], [-3.2501, -4.4607, 1.1829], [-1.0614, -5.2968, 2.0015], [0.9368, -3.7901, 1.8769], [2.7697, -0.4076, -0.7641], [1.9160, -0.8203, -1.5304], [0.7066, -0.3712, -1.5433], [2.2628, -1.9324, -2.5319], [1.0147, -2.6634, -2.9609], [1.0571, -4.0248, -2.3253], [2.5432, -4.3459, -2.3395], [3.1953, -3.0114, -1.9489], [2.6985, -1.4417, -3.4023], [1.0107, -2.7778, -3.9747], [0.1886, -2.1153, -2.7023], [0.4326, -4.7174, -2.8844], [0.6763, -3.9362, -1.3089], [2.8587, -4.6630, -3.3350], [2.7940, -5.1451, -1.6465], [4.2063, -2.9192, -2.3359], [3.2478, -2.9012, -0.8672]],
  "forces_ev_per_a": [[-0.87, -0.05, 0.06], [-0.12, -0.16, 0.15], [-0.02, -0.14, -0.06], [0.03, 0.09, -0.24], [-0.02, 0.05, 0.02], [0.00, -0.02, 0.04], [-0.01, -0.02, 0.01], [-0.10, 0.03, 0.05], [0.20, 0.01, -0.10], [-0.31, -0.09, 0.02], [0.25, 0.01, 0.13], [-0.07, 0.11, 0.13], [-0.01, -0.06, -0.01], [-0.05, -0.07, -0.04], [0.00, 0.07, 0.07], [0.13, -0.07, 0.08], [0.61, 0.17, 0.31], [-0.08, 0.05, 0.01], [0.04, -0.03, -0.01], [0.03, 0.00, -0.03], [-0.05, 0.05, 0.01], [0.14, 0.00, 0.11], [-0.07, 0.11, -0.03], [0.03, 0.08, -0.05], [0.04, 0.04, -0.02], [-0.05, -0.01, 0.04], [0.00, -0.05, 0.11], [0.01, 0.00, 0.00], [0.01, 0.00, 0.01], [0.01, -0.02, 0.02], [-0.04, -0.05, 0.02], [-0.11, -0.03, -0.05], [-0.04, 0.00, -0.10], [-0.01, 0.01, -0.03], [0.00, 0.01, -0.01], [-0.01, -0.02, -0.02], [-0.07, -0.02, -0.09], [-0.01, -0.01, -0.01], [0.00, 0.00, 0.00], [0.02, 0.00, -0.01], [-0.01, 0.01, -0.06], [0.23, -0.05, -0.03], [-0.08, 0.08, -0.84], [-0.28, -0.09, 0.33], [-0.03, 0.15, 0.35], [0.33, 0.43, 0.18], [0.04, -0.57, 0.33], [-0.02, 0.27, 0.00], [-0.01, -0.07, 0.06], [-0.06, 0.05, -0.06], [0.21, 0.04, 0.02], [-0.18, -0.04, -0.08], [-0.23, 0.04, 0.03], [0.00, 0.00, 0.02], [0.06, 0.02, -0.03], [0.03, 0.00, -0.01], [0.00, -0.06, 0.00], [0.02, 0.04, -0.11], [0.02, -0.02, -0.01], [0.00, 0.02, -0.01], [-0.01, 0.00, -0.03], [-0.01, 0.04, 0.00], [0.00, -0.05, -0.01], [0.01, 0.00, 0.00], [-0.01, 0.01, 0.01], [-0.03, 0.00, -0.01], [0.04, -0.13, -0.12], [0.35, -0.18, -0.17], [0.25, -0.15, -0.31], [0.18, 0.31, 0.32], [0.02, 0.07, -0.19], [0.15, -0.38, 0.09], [0.04, 0.14, 0.02], [-0.07, -0.14, -0.07], [-0.05, -0.04, -0.08], [-0.05, 0.05, -0.02], [-0.06, -0.01, 0.01], [-0.04, 0.08, -0.03], [-0.07, 0.12, 0.03], [-0.03, 0.00, -0.01], [-0.03, -0.02, -0.01], [-0.01, 0.05, 0.00], [-0.01, 0.01, 0.02]],
  "mulliken_charge": [-0.5311, -1.4852, 0.2950, -1.3640, 0.7255, -1.0836, -0.6389, -1.1868, -0.6139, 1.4409, -1.7053, 1.0146, -0.9850, -0.6609, -1.0888, -0.4374, 1.5501, 0.8609, -0.8894, -0.5998, -1.1367, -0.4702, 1.0274, 0.1155, 0.7046, 0.7297, 0.3613, 0.5676, 0.4964, 0.5189, 0.6177, 0.6197, 0.7187, 0.5781, 0.4831, 0.5236, 0.4543, 0.5861, 0.5214, 0.5428, 0.5515, -1.5861, 1.3148, -1.1594, -1.4696, 1.1914, 0.4309, -0.4358, -0.9722, -0.8992, -1.1562, 0.1704, 0.2700, 0.4600, 0.4730, 0.4083, 0.5840, 0.0247, 0.4980, 0.5412, 0.3905, 0.3260, 0.4530, 0.5221, 0.5210, 0.5470, -0.6739, 0.6596, -0.9391, -0.1861, 0.1091, -0.0495, -0.7918, -0.6938, 0.5427, 0.5000, -0.4528, 0.5144, -0.1379, 0.3218, 0.4026, 0.4326, 0.2659]
}


Q: What is the formula in the first record?
A: C13H22INO5S